Below is a cluster of 7 separate species, C33H78N3O13P in total in a non-equilibrium geometry, with properties calculated with ωB97M-V/def2-TZVPD.

Geometry (Å):
C  0.6577  2.3957  2.5704
C  0.3521  0.8913  2.5075
N  0.1989  0.3477  1.1431
C  -1.1322  0.6872  0.5629
C  -2.2352  -0.1790  1.2452
C  0.5440  -1.0575  1.0244
C  2.0632  -1.2319  1.0571
H  1.7019  2.5824  2.3198
H  0.4552  2.8407  3.5446
H  0.0253  2.8809  1.8270
H  1.1532  0.3313  2.9899
H  -0.5822  0.7920  3.0601
H  -1.2665  1.7681  0.5216
H  -1.1124  0.4327  -0.4967
H  -1.9356  -0.5060  2.2409
H  -3.1772  0.3694  1.2359
H  -2.3534  -1.0591  0.6131
H  0.2291  -1.3636  0.0268
H  0.0383  -1.6149  1.8129
H  2.3487  -2.2728  0.9051
H  2.4846  -1.0511  2.0459
H  2.7521  -0.7613  0.3557
C  -0.6357  4.7526  -5.7910
C  -0.8287  3.3356  -5.3630
N  -1.9992  3.1368  -4.5077
C  -1.7851  2.0180  -3.5836
C  -2.8776  1.9237  -2.5389
C  -3.3498  3.1019  -5.1262
C  -3.4501  2.4469  -6.5732
H  -1.5259  5.0417  -6.3496
H  0.1693  4.8669  -6.5169
H  -0.4085  5.4564  -4.9902
H  -0.8222  2.6647  -6.2221
H  0.0748  3.0440  -4.8275
H  -1.8056  1.1459  -4.2371
H  -0.8472  2.1396  -3.0416
H  -3.8233  1.5400  -2.9218
H  -2.7271  1.2480  -1.6969
H  -3.0955  2.9012  -2.1086
H  -3.7747  4.0960  -5.2648
H  -4.1762  2.6221  -4.6018
H  -2.8223  2.9781  -7.2886
H  -4.4633  2.4080  -6.9733
H  -2.9943  1.4671  -6.7162
C  -2.6415  2.6620  5.9911
C  -2.5882  1.4893  6.9594
N  -1.2726  0.9400  7.4031
C  -0.6286  0.2089  6.3376
C  -1.4597  -0.9682  5.6936
C  -0.3539  2.0963  7.8054
C  -0.8405  2.9342  8.9756
H  -2.0385  3.4657  6.4137
H  -3.6567  3.0587  5.9936
H  -2.3712  2.5416  4.9420
H  -3.0351  1.7458  7.9199
H  -3.2358  0.6710  6.6447
H  -0.4451  0.9193  5.5315
H  0.3693  -0.1067  6.6420
H  -1.7807  -1.6198  6.5062
H  -2.3852  -0.6296  5.2278
H  -0.9775  -1.5194  4.8863
H  -0.0886  2.8009  7.0172
H  0.5703  1.6334  8.1514
H  -1.2250  2.3868  9.8362
H  -1.5293  3.7141  8.6508
H  0.0047  3.4709  9.4064
C  4.7443  -5.7600  0.1302
C  3.6553  -4.9282  -0.5635
O  3.7799  -5.0744  -2.0027
P  3.0057  -3.8862  -2.8485
O  3.6135  -2.5371  -2.7174
O  2.8586  -4.5338  -4.3698
C  3.7416  -5.5823  -4.8000
C  3.1222  -6.8384  -4.4377
O  1.4411  -3.9309  -2.2752
C  0.6385  -2.8806  -2.6849
C  -0.7253  -2.9516  -1.9905
H  4.6921  -5.3757  1.1489
H  4.7849  -6.8492  0.1301
H  5.7469  -5.4317  -0.1440
H  2.6561  -5.2451  -0.2646
H  3.7828  -3.9742  -0.0519
H  3.9434  -5.5500  -5.8707
H  4.6788  -5.4923  -4.2507
H  3.8546  -7.6346  -4.5707
H  2.7536  -6.8565  -3.4121
H  2.2471  -7.0991  -5.0330
H  1.1214  -1.9547  -2.3724
H  0.3866  -2.8321  -3.7442
H  -0.6956  -3.1402  -0.9174
H  -1.3014  -2.0280  -2.0467
H  -1.4439  -3.6337  -2.4449
C  2.2215  1.5482  -1.5013
O  1.6986  2.8722  -1.6648
C  2.3339  3.8414  -2.3504
O  3.5474  3.7391  -2.6977
O  1.4136  4.8376  -2.5976
C  1.9732  6.0484  -3.0933
H  2.5649  1.1744  -2.4659
H  1.4902  0.9396  -0.9694
H  3.0643  1.7453  -0.8389
H  2.7591  6.2989  -2.3808
H  1.0701  6.6583  -3.0713
H  2.5033  5.8964  -4.0336
C  5.5252  -0.0964  0.6680
O  5.0323  -0.7518  1.7663
C  5.4987  -1.9995  1.9329
O  6.3828  -2.5973  1.2568
O  4.9550  -2.4718  3.0129
C  5.4231  -3.6098  3.6985
H  6.6133  -0.0425  0.6315
H  5.1001  0.9067  0.6334
H  5.0481  -0.6647  -0.1304
H  6.2088  -3.3384  4.4036
H  5.8133  -4.4359  3.1038
H  4.5083  -3.8953  4.2178
C  -8.4870  1.1962  -2.0306
O  -8.0250  0.0048  -1.3743
C  -6.6722  -0.2532  -1.3595
O  -5.8003  0.3727  -2.0076
O  -6.5389  -1.3545  -0.6191
C  -5.2582  -1.5623  -0.0888
H  -9.5711  1.2080  -1.9180
H  -8.2212  1.1906  -3.0877
H  -8.0360  2.0983  -1.6173
H  -4.4309  -1.3195  -0.7558
H  -5.1104  -2.6293  0.0778
H  -5.3131  -1.0068  0.8474

Atomic forces in eV per Å
C 0.2388 -0.4267 -0.7131
C -0.0354 0.3264 -0.2197
N -0.3785 1.7675 -0.3895
C 0.9114 -1.2414 0.6608
C 0.1335 0.8180 -1.0826
C 0.9626 1.0518 -0.7769
C 0.7283 -1.2673 1.0349
H -0.0156 0.1165 -0.0970
H -0.0678 -0.2151 0.0501
H 0.0816 0.3077 0.0614
H -0.2262 -0.0157 0.1952
H -0.1120 -0.5609 0.3455
H -0.1906 0.0178 0.7303
H 0.2110 -0.2844 -0.1763
H -0.2754 0.2381 -0.0102
H -0.1233 -0.2006 0.3575
H -0.1513 -0.1909 0.2190
H -0.4051 -0.2612 0.1398
H 0.1355 -0.6534 -0.0576
H -0.4259 -0.4673 -0.0094
H -0.1216 0.3366 0.0706
H -0.8579 0.7675 -0.3154
C -0.4853 0.9742 -1.0850
C 1.4346 0.6125 0.5904
N -0.7980 -2.8264 -1.4075
C -0.5731 0.5938 1.7641
C -1.4274 -0.1511 0.2575
C -1.2132 0.2659 -1.8700
C 1.7584 0.3651 -0.2954
H -0.0954 0.5243 0.1583
H 0.1460 -0.4018 0.0947
H -0.3167 -0.2327 0.1425
H -0.7312 -0.1207 -0.0983
H -0.3127 -0.1990 0.5217
H 0.3551 -0.2878 -0.1128
H 0.3380 -0.0177 -0.5830
H 0.0206 0.1097 -0.2094
H 0.7986 0.0342 -0.2203
H 0.1558 0.0825 0.0261
H 0.6537 0.4705 0.0399
H 1.0077 -0.2232 1.0393
H -0.3387 0.6765 -0.0467
H -0.0206 0.2205 0.5132
H -0.3211 -0.4596 0.9088
C -0.1003 0.6366 0.5092
C 0.0865 -0.8492 1.0228
N 0.0976 1.6835 -0.1908
C -0.1787 -0.3826 -1.7895
C -0.1045 0.7996 1.0633
C -0.4312 -1.4818 0.9357
C 0.0251 0.4134 0.2371
H 0.0964 0.1475 -0.2623
H -0.1488 -0.0973 -0.0301
H 0.2395 -0.4929 0.1077
H -0.2523 0.6591 -0.1427
H 0.2573 -0.1185 -0.2528
H 0.2835 0.1980 -0.5779
H -0.1338 -0.3313 0.2527
H 0.1526 -0.3837 -0.1440
H -0.0131 0.4075 0.0852
H 0.5889 0.0119 0.3858
H -0.0815 -0.2694 -0.5826
H 0.0955 -0.2200 -0.3010
H -0.3582 -0.2812 -0.3494
H -0.3263 -0.1521 0.1897
H 0.2359 0.1092 -0.2317
C 0.4034 0.7728 0.4187
C 0.6305 -1.8857 1.0503
O -1.5337 2.3460 -0.5467
P -0.0146 -0.9110 -0.3707
O -0.8124 -1.3742 -0.3658
O 0.0788 1.9021 1.9755
C 0.8261 0.7308 0.5559
C -1.0136 -2.4510 0.2987
O 2.5781 -1.4343 -0.8515
C -1.9960 1.7163 0.7454
C -0.7709 -0.0048 0.3001
H -0.0710 -0.5382 0.4197
H -0.7291 0.0833 -0.2665
H -0.0746 0.1938 -0.4963
H -0.0487 -0.2892 -0.1863
H 0.1134 0.8258 -1.3369
H -0.1997 0.6289 0.0484
H 0.2007 0.1674 -0.2679
H -0.0689 -0.2346 0.0921
H 0.3924 0.0560 0.0912
H 0.0442 0.1616 -0.3181
H 0.0642 0.2419 -0.2716
H 0.6990 -0.2926 -0.3251
H 0.3711 -0.3376 -0.0414
H 0.4454 0.6059 -0.2718
H 0.4353 -0.5795 -0.0235
C 1.4233 1.0767 0.2798
O -1.7282 1.3931 -0.8137
C 2.7528 -1.7685 -0.5508
O -4.5615 1.2766 0.9256
O 1.4284 -2.4391 0.2943
C 0.4447 -0.3923 0.6913
H -0.0619 -0.2547 0.1591
H -0.1157 0.2495 -0.2557
H 0.3163 -0.8865 -0.0557
H -0.2369 0.8288 -0.0058
H 0.7383 0.7000 -0.4220
H -0.5398 0.1533 -0.3069
C -0.3987 0.5680 -2.1307
O 0.0525 -1.3925 2.2416
C 3.5950 -1.2965 -1.7117
O -2.9818 2.1473 1.6693
O -0.9385 0.4040 0.3694
C -0.1679 -0.6234 0.5331
H -0.1202 -0.2536 -0.1290
H 0.0707 -0.0099 0.3246
H 0.8848 0.3902 -1.0380
H -0.1075 0.1941 0.0343
H -0.2393 0.3055 -0.4695
H 0.4337 -0.4726 0.2880
C 0.3863 -0.0071 -0.3902
O 1.6822 0.1390 0.0673
C -0.5012 1.2147 -2.0200
O -2.2968 -1.6105 2.1972
O -0.3629 0.7943 -1.3227
C 0.7867 -0.6835 0.6542
H 0.2278 -0.0481 0.0771
H -0.0796 -0.2231 -0.0483
H -0.0603 -0.1247 0.3168
H -0.2701 0.7105 0.0046
H -0.4764 0.0232 0.3259
H 0.9909 -0.1611 0.0814

Output
Molecular weight   755.97 g/mol
Spin multiplicity   2
Electronic energy   -2787.55829 a.u.
Total charge   +1